Entry 1:
{"formula": "C4H8N2", "method": "ωB97M-V/def2-TZVPD", "elements": ["C", "C", "C", "C", "N", "N", "H", "H", "H", "H", "H", "H", "H", "H"], "positions_angstrom": [[0.75600, -0.59050, 0.91103], [-0.30134, 1.63876, 2.01491], [0.44842, -1.05625, -1.40671], [0.22966, -1.59295, 0.02321], [0.34786, 0.28040, 1.97683], [1.69606, 0.15556, 1.17522], [-1.00948, 1.88789, 1.20543], [0.57110, 2.27037, 1.78330], [-0.75243, 1.76639, 3.02688], [0.14857, -0.12073, -1.51445], [-0.21734, -1.51506, -2.09441], [1.47813, -1.18408, -1.73616], [0.89195, -2.36187, 0.29797], [-0.80340, -1.89829, 0.45978]], "nbo_charge": [0.40, -0.44, -0.58, -0.49, -0.38, -0.26, 0.18, 0.21, 0.22, 0.21, 0.22, 0.22, 0.25, 0.24], "smiles": "CCC1=NN1C", "e_above_lowest_kcal_mol": 97.7, "lumo_ev": 0.9, "gap_ev": 9.165}

=====

Entry 2:
{"formula": "C4H8N2", "method": "ωB97M-V/def2-TZVPD", "elements": ["C", "C", "C", "C", "N", "N", "H", "H", "H", "H", "H", "H", "H", "H"], "positions_angstrom": [[0.72440, -1.31330, 0.09839], [0.98783, 1.21225, 0.16498], [0.02537, 0.04223, 0.12761], [-1.89654, 0.16850, 0.16861], [-1.05393, 0.12612, 1.14290], [-1.03898, 0.21712, -0.89490], [-1.11449, -0.22062, -1.79963], [-2.97021, 0.23181, 0.17112], [0.46420, -1.86146, -0.80469], [1.80292, -1.18906, 0.13029], [1.64743, 1.18111, -0.69950], [0.43129, 2.14577, 0.15879], [1.57598, 1.15965, 1.07683], [0.41473, -1.90013, 0.95921]], "nbo_charge": [-0.63, -0.61, 0.25, 0.24, -0.48, -0.65, 0.39, 0.19, 0.21, 0.21, 0.21, 0.22, 0.22, 0.24], "e_above_lowest_kcal_mol": 28.6, "lumo_ev": 1.1, "gap_ev": 10.059}

=====

Entry 3:
{"formula": "C4H8N2", "method": "ωB97M-V/def2-TZVPD", "elements": ["C", "C", "N", "C", "C", "N", "H", "H", "H", "H", "H", "H", "H", "H"], "positions_angstrom": [[1.55671, -1.10041, -0.62754], [-0.75778, 0.45187, 0.83521], [-0.49492, 0.41260, -0.69183], [0.96189, 0.21365, -0.15088], [-1.97537, 0.63464, 1.35618], [0.50945, 0.28688, 1.19554], [-0.90126, -0.38461, -1.18477], [-0.68828, 1.27120, -1.20928], [1.59574, 1.05674, -0.48121], [-2.10450, 0.66188, 2.41692], [-2.83575, 0.75493, 0.72476], [0.91164, -1.92786, -0.33995], [2.51625, -1.23436, -0.13691], [1.70617, -1.09717, -1.70623]], "nbo_charge": [-0.65, 0.36, -0.61, 0.16, -0.70, -0.64, 0.41, 0.42, 0.16, 0.23, 0.20, 0.22, 0.24, 0.20], "e_above_lowest_kcal_mol": 65.5, "lumo_ev": 0.5, "gap_ev": 7.166}

=====

Entry 4:
{"formula": "C4H8N2", "method": "ωB97M-V/def2-TZVPD", "elements": ["C", "C", "C", "C", "N", "N", "H", "H", "H", "H", "H", "H", "H", "H"], "positions_angstrom": [[-0.24533, -1.98346, 0.24532], [-0.43361, 1.99069, -0.53215], [0.33332, 0.75747, -0.18444], [0.28527, 0.00761, 0.98371], [1.08906, 0.15971, -1.13412], [1.26451, -0.94825, -1.44450], [0.55744, -2.71086, 0.21222], [-0.77589, -2.04050, 1.19088], [-0.93483, -2.01869, -0.59034], [-1.23562, 2.14214, 0.19033], [0.20229, 2.87884, -0.51225], [-0.87779, 1.91940, -1.52859], [-0.40976, 0.31995, 1.75804], [1.18094, -0.47405, 1.34590]], "nbo_charge": [-0.67, -0.63, 0.01, -0.36, -0.05, 0.00, 0.20, 0.18, 0.20, 0.23, 0.22, 0.22, 0.22, 0.23], "e_above_lowest_kcal_mol": 110.3, "lumo_ev": [0.3, 0.4], "gap_ev": [7.656, 7.676]}

=====

Copy entry 2 word for word.
{"formula": "C4H8N2", "method": "ωB97M-V/def2-TZVPD", "elements": ["C", "C", "C", "C", "N", "N", "H", "H", "H", "H", "H", "H", "H", "H"], "positions_angstrom": [[0.72440, -1.31330, 0.09839], [0.98783, 1.21225, 0.16498], [0.02537, 0.04223, 0.12761], [-1.89654, 0.16850, 0.16861], [-1.05393, 0.12612, 1.14290], [-1.03898, 0.21712, -0.89490], [-1.11449, -0.22062, -1.79963], [-2.97021, 0.23181, 0.17112], [0.46420, -1.86146, -0.80469], [1.80292, -1.18906, 0.13029], [1.64743, 1.18111, -0.69950], [0.43129, 2.14577, 0.15879], [1.57598, 1.15965, 1.07683], [0.41473, -1.90013, 0.95921]], "nbo_charge": [-0.63, -0.61, 0.25, 0.24, -0.48, -0.65, 0.39, 0.19, 0.21, 0.21, 0.21, 0.22, 0.22, 0.24], "e_above_lowest_kcal_mol": 28.6, "lumo_ev": 1.1, "gap_ev": 10.059}

=====

Number 2 is which compound? C4H8N2